[1]
{
  "formula": "C48H62Cl3N8O4S2Sc",
  "method": "wB97M-V/def2-TZVPD",
  "species": ["Sc", "O", "C", "O", "C", "C", "C", "C", "C", "C", "C", "C", "C", "N", "H", "H", "H", "H", "H", "H", "Cl", "C", "Cl", "H", "H", "N", "S", "C", "C", "C", "C", "C", "C", "C", "C", "C", "C", "C", "C", "H", "H", "H", "H", "H", "H", "H", "H", "H", "H", "H", "C", "C", "C", "C", "C", "O", "C", "C", "C", "C", "C", "C", "Cl", "C", "C", "C", "N", "C", "N", "C", "N", "H", "H", "H", "H", "H", "H", "H", "H", "H", "H", "H", "H", "H", "H", "H", "H", "H", "H", "H", "H", "H", "H", "C", "N", "C", "C", "S", "N", "C", "C", "H", "H", "H", "H", "H", "H", "H", "H", "H", "H", "H", "H", "C", "N", "C", "C", "C", "O", "H", "H", "H", "H", "H", "H", "H", "H", "H"],
  "positions_angstrom": [[0.060000, 0.547746, -0.152508], [2.015989, -2.669869, 0.896146], [1.123807, -1.990021, 0.453181], [1.266639, -0.912051, -0.277042], [-0.310788, -2.290219, 0.817958], [-0.670831, -3.602986, 1.137431], [-1.947169, -3.844603, 1.541463], [-2.855190, -2.769803, 1.655118], [-4.170190, -2.955281, 2.142802], [-5.005865, -1.891332, 2.308324], [-4.570463, -0.596436, 1.957581], [-3.317210, -0.392119, 1.456674], [-2.413427, -1.469071, 1.310198], [-1.123676, -1.245080, 0.882056], [0.076881, -4.380568, 1.063044], [-2.269625, -4.845785, 1.803041], [-4.493086, -3.957284, 2.399318], [-6.000107, -2.034224, 2.712447], [-5.245035, 0.241426, 2.081218], [-2.998260, 0.592896, 1.165628], [-0.953108, 1.593603, 2.627639], [-0.878899, 3.319424, 2.224293], [-0.478124, 3.483148, 0.497397], [-0.103127, 3.789714, 2.813620], [-1.848910, 3.761646, 2.399268], [-1.849250, 1.176978, -1.032524], [-2.720995, 0.665013, -2.296549], [-4.367665, 0.257532, -1.730937], [-5.242865, 1.227535, -1.258092], [-6.495063, 0.835536, -0.812887], [-6.860497, -0.507503, -0.849148], [-5.972941, -1.466598, -1.315369], [-4.712850, -1.086567, -1.757937], [-3.075959, 2.137601, -3.260112], [-4.037267, 2.056260, -4.261994], [-4.284736, 3.170914, -5.046055], [-3.570907, 4.346128, -4.834512], [-2.597798, 4.405636, -3.848356], [-2.338199, 3.292200, -3.056711], [-2.352401, 1.966132, -0.635357], [-4.964071, 2.276041, -1.260992], [-7.192840, 1.581199, -0.453615], [-7.847746, -0.803876, -0.515950], [-6.262526, -2.509699, -1.339291], [-3.999229, -1.819715, -2.121958], [-4.598346, 1.140044, -4.412635], [-5.038273, 3.124154, -5.822098], [-3.775562, 5.217150, -5.444259], [-2.035288, 5.318190, -3.694368], [-1.572948, 3.315534, -2.290306], [5.913016, 0.510121, 6.377887], [6.332903, 1.023043, 4.993866], [6.122986, 2.544034, 4.937033], [7.838211, 0.751394, 4.830759], [5.517134, 0.330171, 3.848088], [5.826690, 0.919474, 2.598256], [5.749244, -1.197571, 3.840082], [5.202558, -2.013998, 2.651023], [5.861445, -1.708603, 1.325329], [7.238743, -1.857889, 1.184542], [7.887526, -1.528910, 0.004293], [7.144468, -1.046872, -1.058688], [7.955760, -0.602571, -2.531388], [5.767757, -0.931315, -0.959690], [5.131879, -1.272616, 0.226215], [3.992347, 0.579574, 4.072267], [3.225985, 1.084810, 2.935641], [2.330861, 0.432654, 2.206485], [1.776278, 1.258557, 1.327000], [2.422979, 2.439527, 1.571349], [3.302121, 2.371456, 2.537173], [6.492095, 1.033959, 7.140997], [6.110061, -0.557933, 6.495262], [4.856500, 0.692147, 6.593978], [6.779858, 3.025842, 5.663011], [5.099977, 2.836137, 5.186985], [6.348787, 2.940869, 3.947919], [8.391980, 1.396645, 5.513705], [8.206366, 0.969649, 3.823221], [8.100376, -0.276895, 5.079912], [6.770353, 0.818614, 2.431913], [5.301810, -1.590266, 4.756839], [6.818252, -1.399099, 3.902722], [4.116438, -1.914731, 2.559869], [5.395492, -3.063633, 2.884359], [7.827960, -2.238756, 2.013394], [8.958602, -1.649268, -0.092269], [5.188319, -0.569621, -1.801313], [4.050402, -1.200449, 0.285795], [3.844994, 1.306832, 4.861934], [3.521916, -0.354953, 4.369432], [2.102172, -0.614258, 2.336796], [2.245002, 3.353989, 1.029679], [-1.142471, -0.776302, -5.184107], [-0.761008, -2.171762, -5.037776], [-0.306837, -2.796798, -6.280371], [-0.756992, -2.815112, -3.847139], [-0.754141, -2.016237, -2.341813], [-0.753968, -4.172207, -3.887083], [-0.355987, -4.954899, -2.721729], [-1.613728, -4.912759, -4.814172], [-2.116404, -0.690155, -5.673566], [-0.408709, -0.259698, -5.804078], [-1.182480, -0.300080, -4.212693], [0.342865, -2.092625, -6.801166], [-1.134684, -3.043431, -6.947170], [0.266967, -3.692730, -6.069263], [0.494650, -4.494719, -2.230816], [-0.075760, -5.950544, -3.065788], [-1.171522, -5.043020, -1.997835], [-2.209125, -4.235441, -5.417863], [-2.300181, -5.529957, -4.231665], [-1.037305, -5.568016, -5.467984], [3.658495, 1.898255, -4.032453], [2.606016, 1.329470, -3.182546], [2.449468, -0.123155, -3.262001], [1.946086, 2.072678, -2.317411], [2.331391, 3.515296, -2.177726], [1.009543, 1.628070, -1.590409], [3.915966, 1.163665, -4.788974], [4.557089, 2.124997, -3.461462], [3.320117, 2.801270, -4.533445], [2.188750, -0.404852, -4.280858], [1.683718, -0.472407, -2.586596], [3.393460, -0.600645, -2.998096], [2.324178, 4.031839, -3.136045], [3.341078, 3.586403, -1.764438], [1.636636, 4.009254, -1.505230]],
  "forces_ev_per_angstrom": [[-0.62, 1.24, 0.20], [0.10, 0.00, -0.16], [-0.13, -0.29, 0.04], [0.60, -0.92, 0.09], [-0.10, 0.14, 0.14], [0.08, -0.17, 0.04], [-0.04, -0.01, 0.02], [0.07, 0.08, -0.03], [-0.06, -0.05, 0.01], [-0.06, 0.00, 0.02], [-0.04, -0.04, -0.03], [0.03, -0.02, -0.07], [-0.07, 0.07, 0.07], [0.33, -0.26, -0.16], [-0.01, 0.05, 0.02], [-0.01, 0.02, -0.02], [0.03, 0.02, 0.01], [0.03, 0.00, -0.04], [0.03, -0.01, -0.01], [-0.01, 0.05, 0.00], [-0.24, 0.13, 0.22], [0.11, -0.19, -0.04], [-0.10, 0.28, 0.11], [0.08, 0.02, 0.01], [-0.08, 0.05, 0.00], [-0.34, -0.14, -0.29], [-0.14, 0.16, 0.11], [0.15, 0.00, -0.01], [-0.04, 0.00, 0.01], [0.03, 0.04, -0.02], [0.01, -0.01, 0.02], [-0.03, -0.01, 0.03], [0.11, -0.04, -0.05], [0.05, -0.09, 0.02], [-0.01, -0.03, 0.02], [0.00, -0.02, -0.01], [0.01, 0.02, -0.01], [0.00, -0.01, -0.02], [0.00, -0.02, 0.03], [0.16, 0.09, 0.23], [-0.01, -0.03, -0.01], [0.00, -0.03, -0.01], [0.04, 0.01, -0.01], [0.02, 0.04, 0.00], [-0.04, 0.04, 0.03], [0.00, 0.06, 0.00], [0.03, 0.01, 0.03], [0.01, -0.04, 0.02], [-0.03, -0.03, 0.00], [-0.02, 0.02, -0.05], [0.03, -0.04, -0.02], [0.02, 0.08, 0.03], [-0.06, -0.05, 0.00], [-0.06, -0.03, -0.02], [-0.18, -0.17, -0.08], [-0.08, 0.00, -0.06], [0.04, 0.00, -0.14], [0.02, 0.22, 0.04], [0.00, 0.02, 0.07], [0.04, 0.02, 0.06], [0.04, -0.03, 0.05], [-0.03, 0.01, -0.07], [-0.10, 0.01, -0.01], [-0.07, 0.01, 0.02], [0.00, 0.07, -0.03], [0.10, 0.11, 0.02], [0.22, -0.09, -0.05], [0.03, -0.04, 0.03], [-0.09, 0.13, -0.27], [0.04, -0.06, 0.03], [-0.12, -0.13, 0.06], [-0.04, -0.02, -0.01], [-0.01, 0.08, 0.02], [0.07, -0.01, 0.01], [-0.03, -0.01, -0.01], [0.05, 0.01, -0.02], [0.01, 0.00, 0.03], [0.00, -0.01, -0.03], [0.00, 0.01, 0.06], [0.02, 0.02, -0.04], [-0.01, -0.08, -0.05], [0.11, -0.09, -0.02], [0.02, 0.04, 0.06], [0.05, 0.00, -0.05], [-0.12, -0.03, 0.06], [-0.03, 0.02, -0.04], [-0.03, 0.02, 0.00], [0.13, -0.04, 0.01], [0.06, 0.01, 0.04], [-0.08, -0.01, 0.06], [-0.13, 0.04, 0.03], [0.08, 0.05, 0.02], [-0.02, -0.06, -0.01], [0.05, -0.05, 0.05], [0.01, -0.07, -0.09], [0.02, 0.05, 0.05], [-0.10, 0.02, 0.01], [0.02, -0.18, -0.21], [0.01, -0.01, 0.01], [-0.06, 0.06, -0.03], [0.02, 0.02, 0.01], [0.00, -0.02, 0.00], [0.02, -0.01, -0.01], [0.01, -0.03, 0.05], [-0.01, 0.02, 0.02], [0.00, -0.01, 0.01], [-0.02, -0.04, 0.04], [0.05, 0.03, 0.01], [-0.01, 0.03, -0.01], [-0.01, 0.01, -0.02], [0.01, 0.02, 0.00], [0.01, 0.01, 0.02], [0.01, 0.01, -0.01], [0.03, 0.00, 0.00], [0.06, -0.09, 0.07], [-0.01, 0.00, -0.06], [0.04, 0.13, 0.01], [-0.04, 0.05, 0.03], [0.32, -0.13, -0.31], [-0.03, -0.03, -0.01], [0.04, -0.01, 0.09], [-0.04, -0.02, -0.01], [-0.02, 0.02, -0.05], [-0.13, -0.02, 0.07], [-0.01, 0.03, -0.03], [0.01, 0.02, 0.02], [-0.03, 0.01, -0.06], [0.00, -0.01, 0.01]],
  "charge": 2,
  "de_lowest_ev": 1.1052,
  "e_homo_ev": -12.01,
  "e_tot_ev": -150824.978,
  "homo_lumo_gap_ha": 0.264
}

***

[2]
{
  "formula": "C5H14O3",
  "method": "wB97M-V/def2-TZVPD",
  "species": ["C", "C", "C", "C", "C", "H", "H", "H", "H", "H", "H", "H", "H", "H", "H", "O", "H", "H", "O", "H", "H", "O"],
  "positions_angstrom": [[-0.927976, 0.114427, 0.610716], [-0.247356, -0.720908, -0.446273], [0.651787, -0.139490, -1.230059], [0.137784, -3.134596, -0.560971], [-0.723693, -2.130326, -0.449380], [-0.910681, -0.384036, 1.591468], [-2.017535, 0.131512, 0.452037], [-0.584839, 1.119717, 0.850394], [0.872234, 0.919982, -1.171925], [1.211963, -0.652758, -2.003644], [1.174318, -2.857624, -0.681397], [-0.097473, -4.184145, -0.638973], [-1.773571, -2.140632, -0.194527], [4.767213, 2.332683, -1.209721], [4.206025, 1.496959, -2.442633], [3.988581, 1.969066, -1.635775], [1.145402, 1.814499, 5.113973], [0.203435, 2.964280, 5.225994], [0.906367, 2.631397, 4.643104], [-4.250186, 0.671304, -1.312627], [-3.444824, -0.140251, -2.301163], [-4.286974, 0.318942, -2.208618]],
  "forces_ev_per_angstrom": [[-1.10, -0.52, 1.12], [-0.13, 0.94, 0.68], [0.35, -0.20, -0.59], [-0.24, 0.14, -0.44], [0.92, 0.93, 0.22], [0.37, -0.23, -0.17], [0.13, 0.30, -0.32], [0.24, 0.02, -0.74], [-0.01, -0.07, 0.31], [-0.22, -0.25, -0.02], [0.20, -0.14, -0.06], [-0.27, -0.06, 0.28], [-0.26, -0.85, -0.26], [0.25, -0.21, -0.39], [0.48, 0.15, 0.14], [-0.75, 0.05, 0.24], [0.15, 0.28, -0.45], [0.23, 0.15, -0.44], [-0.39, -0.43, 0.88], [-0.09, 0.05, -0.07], [-0.03, 0.01, -0.12], [0.16, -0.05, 0.19]],
  "de_lowest_ev": 1.3507,
  "e_homo_ev": -9.02,
  "e_tot_ev": -11552.773,
  "homo_lumo_gap_ha": 0.359,
  "smiles": "C=CC(=C)C.O.O.O"
}